No. 1
A molecular structure, C17H49O8RbS7. Source: OMol25; level of theory: wB97M-V/def2-TZVPD.

The geometry in XYZ format:
```
82
Properties=species:S:1:pos:R:3:lowdin_charge:R:1
Rb -1.81 -1.40 2.77 0.80
C -1.20 -0.23 -0.77 -0.07
C 0.12 0.21 0.01 -0.64
C 0.01 1.70 0.51 -0.07
O 0.37 -0.66 1.04 -0.43
H -1.04 -1.13 -1.39 0.05
H -1.53 0.62 -1.35 0.03
H -1.99 -0.44 -0.04 0.04
H 0.96 0.21 -0.76 0.11
H -0.49 2.31 -0.24 0.06
H 0.97 2.12 0.84 0.07
H -0.62 1.64 1.40 0.04
C -2.95 3.87 2.39 -0.29
S -4.21 3.88 1.16 0.82
O -5.48 3.83 1.93 -0.54
C -3.95 2.23 0.53 -0.26
H -2.93 3.10 3.16 0.04
H -3.16 4.87 2.80 0.05
H -1.93 3.89 1.95 0.06
H -4.68 2.03 -0.27 0.05
H -4.22 1.54 1.34 0.06
H -2.91 2.08 0.21 0.03
C -0.63 -3.90 -1.21 -0.30
S 0.56 -4.62 -2.26 0.77
O -0.10 -5.78 -2.90 -0.53
C 0.67 -3.38 -3.48 -0.28
H -0.37 -2.96 -0.72 0.03
H -0.79 -4.70 -0.46 0.05
H -1.61 -3.85 -1.72 0.07
H -0.29 -3.14 -3.96 0.07
H 1.42 -3.71 -4.19 0.06
H 1.02 -2.45 -3.03 0.06
C -0.20 0.92 6.28 -0.27
S -0.18 1.23 4.56 0.77
O -1.60 1.21 4.14 -0.63
C 0.33 2.90 4.59 -0.26
H -0.95 1.49 6.82 0.07
H 0.77 1.10 6.73 0.07
H -0.34 -0.16 6.35 0.05
H 1.42 2.88 4.72 0.07
H -0.22 3.62 5.20 0.08
H 0.23 3.15 3.53 0.05
C 1.62 -6.60 2.20 -0.27
S 2.40 -5.12 2.63 0.76
O 2.66 -5.18 4.09 -0.51
C 1.04 -4.08 2.30 -0.29
H 0.86 -6.81 2.95 0.06
H 2.38 -7.38 2.27 0.06
H 1.20 -6.59 1.19 0.06
H 1.38 -3.12 2.68 0.05
H 0.18 -4.47 2.88 0.07
H 0.70 -4.03 1.26 0.04
C 5.56 -3.51 1.48 -0.30
S 5.34 -2.02 0.57 0.78
O 5.94 -2.24 -0.75 -0.54
C 3.58 -2.13 0.38 -0.27
H 5.19 -4.42 1.00 0.06
H 5.12 -3.46 2.47 0.05
H 6.66 -3.57 1.55 0.05
H 3.42 -2.98 -0.29 0.06
H 3.16 -1.22 -0.04 0.04
H 3.14 -2.28 1.36 0.03
C 1.92 3.01 -2.96 -0.31
S 1.50 3.61 -4.53 0.78
O 0.68 4.81 -4.32 -0.54
C 3.17 4.15 -5.04 -0.25
H 1.02 2.68 -2.45 0.04
H 2.48 3.74 -2.36 0.07
H 2.54 2.13 -3.16 0.06
H 2.88 5.10 -5.48 0.05
H 3.50 3.47 -5.83 0.04
H 3.96 4.30 -4.30 0.05
C -4.76 3.61 -4.66 -0.30
S -3.29 3.36 -3.77 0.79
O -3.31 4.23 -2.58 -0.53
C -3.70 1.70 -3.20 -0.26
H -4.67 4.61 -5.09 0.06
H -5.63 3.58 -3.99 0.07
H -4.89 2.89 -5.46 0.06
H -3.54 0.94 -3.97 0.06
H -4.75 1.72 -2.94 0.04
H -3.11 1.48 -2.31 0.01
```

Results
LUMO, eV: -0.897
Energy above the lowest of the compared OMol25 structures with the same formula, charge and spin, kJ/mol: 0.0
Net charge: 0
Calculated total energy, a.u.: -4090.13178
2S+1: 1
Highest occupied orbital energy, eV: -7.438

=====

No. 2
3 unconnected molecules or ions with the total composition C3H11NO3. Source: OMol25; level of theory: wB97M-V/def2-TZVPD.

The geometry in XYZ format:
```
18
Properties=species:S:1:pos:R:3:lowdin_charge:R:1
C -0.26 1.06 -0.66 -0.26
C 0.00 1.38 0.86 -0.14
C -1.26 1.39 1.63 -0.29
O -1.53 2.23 2.46 0.04
N -1.65 0.96 -1.05 -0.01
H 0.14 0.04 -0.72 0.10
H 0.35 1.63 -1.36 0.10
H 0.60 2.29 0.92 0.11
H 0.64 0.60 1.28 0.09
H -1.93 0.53 1.58 0.12
H -1.85 0.45 -1.88 0.06
H -2.27 1.71 -0.85 0.06
H -0.28 -3.22 -2.16 0.02
H -0.26 -4.73 -1.98 0.04
O 0.09 -4.01 -2.52 -0.05
H 3.00 -1.28 1.99 0.03
H 3.62 -0.53 0.94 0.04
O 2.84 -0.48 1.50 -0.04
```

Results
LUMO, eV: 0.400
Energy above the lowest of the compared OMol25 structures with the same formula, charge and spin, kJ/mol: 210.9
Net charge: 0
Structure (SMILES): NCCC=O.O.O
Calculated total energy, a.u.: -401.33274
2S+1: 1
Highest occupied orbital energy, eV: -8.983

=====

No. 3
A molecular structure, C30H66B2N2O25. Source: OMol25; level of theory: wB97M-V/def2-TZVPD.

The geometry in XYZ format:
```
125
Properties=species:S:1:pos:R:3:lowdin_charge:R:1
C -4.09 -6.59 -3.31 -0.08
C -4.06 -5.04 -3.16 -0.25
C -2.67 -4.74 -2.81 -0.24
C -2.41 -3.15 -2.62 -0.08
N -1.05 -2.56 -2.45 -0.16
C -1.07 -1.07 -2.39 -0.10
C 0.18 -0.63 -3.10 -0.11
C 0.39 -1.69 -4.24 -0.14
C -0.11 -2.99 -3.66 -0.07
C -0.43 -3.22 -1.26 -0.11
C 0.87 -2.64 -0.74 -0.25
C 1.64 -3.43 0.23 -0.07
H -3.33 -6.58 -4.22 0.12
H -4.99 -7.01 -3.45 0.02
H -3.70 -7.20 -2.47 0.09
H -4.73 -4.73 -2.25 0.17
H -4.38 -4.66 -4.08 0.09
H -1.91 -5.16 -3.46 0.10
H -2.21 -5.08 -1.87 0.11
H -3.02 -2.65 -1.81 0.16
H -2.80 -3.08 -3.66 0.14
H -1.23 -0.68 -1.40 0.14
H -1.88 -0.68 -2.80 0.09
H 1.05 -0.69 -2.39 0.09
H 0.26 0.43 -3.59 0.17
H 1.34 -1.64 -4.72 0.10
H -0.26 -1.57 -5.23 0.16
H 0.73 -3.72 -3.39 0.15
H -0.73 -3.66 -4.26 0.11
H -0.16 -4.31 -1.28 0.16
H -1.04 -3.29 -0.48 0.10
H 0.87 -1.77 -0.44 0.03
H 1.56 -2.72 -1.53 0.10
H 2.45 -2.85 0.38 0.03
H 1.96 -4.44 -0.03 0.10
H 1.06 -3.45 1.18 0.11
C 3.39 0.58 -0.51 -0.08
C 4.77 0.11 -1.03 -0.23
C 5.90 0.56 -0.16 -0.26
C 5.79 0.12 1.27 -0.10
N 7.01 -0.38 2.09 -0.19
C 8.10 0.72 2.31 -0.07
C 9.36 -0.16 2.38 -0.17
C 9.19 -1.26 1.30 -0.13
C 7.72 -1.59 1.55 -0.10
C 6.65 -0.58 3.57 -0.12
C 5.41 -1.57 3.71 -0.26
C 5.07 -2.12 5.14 -0.11
H 3.13 -0.17 0.24 0.08
H 2.65 0.34 -1.21 0.02
H 3.41 1.66 -0.44 0.09
H 5.12 0.72 -1.94 0.15
H 4.70 -1.01 -1.08 0.12
H 6.09 1.56 -0.42 0.11
H 6.74 0.25 -0.64 0.08
H 5.26 -0.77 1.14 0.08
H 5.14 0.96 1.91 0.22
H 7.99 1.18 3.30 0.12
H 7.94 1.48 1.43 0.17
H 9.67 -0.39 3.33 0.08
H 10.24 0.46 1.92 0.15
H 9.98 -2.18 1.33 0.18
H 9.46 -0.79 0.31 0.12
H 7.71 -2.30 2.25 0.08
H 7.06 -1.75 0.64 0.16
H 6.12 0.27 4.15 0.16
H 7.50 -0.92 4.17 0.14
H 5.56 -2.46 3.18 0.07
H 4.52 -1.16 3.20 0.11
H 3.88 -2.37 4.98 0.13
H 5.10 -1.24 5.91 0.08
H 5.73 -2.89 5.74 0.10
O -3.53 2.57 3.79 0.18
C -4.43 2.17 3.15 -0.56
O -5.24 2.90 2.60 0.31
B -6.29 2.05 1.97 -0.84
O -5.79 0.66 2.19 0.26
C -4.68 0.76 2.85 -0.44
O -3.87 -0.11 2.99 0.16
O -6.49 2.29 0.54 0.26
C -7.73 2.69 0.45 -0.40
O -8.21 2.70 -0.67 0.17
C -8.40 2.63 1.66 -0.49
O -7.58 2.28 2.58 0.31
O -9.50 3.01 1.84 0.21
O -4.95 0.57 -1.82 0.13
C -4.19 1.36 -1.27 -0.35
O -3.34 0.88 -0.42 0.31
B -2.49 2.03 -0.26 -0.85
O -3.11 3.22 -0.90 0.30
C -4.08 2.76 -1.64 -0.41
O -4.80 3.40 -2.27 0.20
O -1.11 1.84 -0.71 0.30
C -0.36 1.99 0.26 -0.41
O 0.84 2.17 0.04 0.10
C -1.14 2.39 1.40 -0.41
O -2.32 2.29 1.20 0.34
O -0.57 2.55 2.52 0.06
O -5.87 3.03 -4.72 -0.17
H -5.44 3.28 -3.82 0.01
H -6.86 2.89 -4.39 0.10
O -5.95 5.91 -1.54 -0.04
H -5.45 6.57 -1.96 0.00
H -5.76 5.03 -1.91 0.01
O -3.15 5.21 2.79 -0.01
H -3.69 5.50 2.09 0.03
H -3.40 4.28 2.90 0.02
O 1.91 3.85 -1.80 -0.08
H 1.31 3.51 -2.49 0.03
H 1.59 3.44 -0.98 -0.01
O -7.22 -0.20 -2.93 -0.10
H -6.97 -0.11 -3.91 0.06
H -6.40 -0.04 -2.43 -0.04
O -1.25 5.38 0.81 0.01
H -1.93 5.49 0.30 -0.08
H -1.75 5.14 1.65 0.04
O -5.62 -1.79 -0.22 0.00
H -5.46 -1.67 0.67 -0.01
H -5.10 -1.10 -0.58 -0.04
O 0.11 4.77 3.97 -0.03
H 1.01 4.95 3.79 0.01
H -0.16 4.09 3.34 -0.02
O 1.58 1.79 3.88 -0.13
H 0.74 1.99 3.38 -0.01
H 1.35 0.82 3.76 0.04
```

Results
LUMO, eV: -1.231
Energy above the lowest of the compared OMol25 structures with the same formula, charge and spin, kJ/mol: 0.0
Net charge: 0
Calculated total energy, a.u.: -3222.79967
2S+1: 1
Highest occupied orbital energy, eV: -8.602

=====

Number 1: frontier orbital gap 6.5 eV. Number 2: frontier orbital gap 9.4 eV. Number 3: frontier orbital gap 7.4 eV.